This record from the OMol25 dataset describes C13H28N5S5V as an isolated structure. The level of theory is ωB97M-V/def2-TZVPD.

Summary:
charge = +1
expectation value of S² = 0.80
multiplicity = 2
HOMO level (spin up / spin down) = -8.741 / -8.592 eV
molecular weight = 465.7 g mol⁻¹
LUMO energy (spin up / spin down) = -0.128 / -0.128 hartree

Each line ends with the natural charge from an NBO analysis.
Positions of all 52 atoms, in Å:
V: 0.5529 -0.8185 1.2813  0.79
S: 1.6916 4.4671 5.9524  -0.02
C: 1.4935 3.3720 4.7616  -0.57
S: 0.0143 3.1891 3.8566  0.45
C: 0.5514 1.8796 2.8177  -0.44
C: 1.8178 1.4476 2.9976  -0.41
S: 2.5783 0.1937 2.0668  -0.28
S: 2.7323 2.2544 4.2625  0.46
S: -0.5272 1.2278 1.6164  -0.29
N: 0.1765 -1.3564 3.2613  -0.84
C: -0.7307 -2.4071 3.7699  -0.21
C: -2.2045 -2.0938 3.4987  -0.42
C: -2.7609 -2.6263 2.1718  -0.40
C: -2.4404 -1.7992 0.9322  -0.21
N: -1.0431 -1.9680 0.4632  -0.88
H: 1.1284 -1.5668 3.5581  0.40
H: -0.0574 -0.4762 3.7180  0.41
H: -0.5835 -2.5274 4.8452  0.21
H: -0.4606 -3.3568 3.3006  0.19
H: -2.3564 -1.0113 3.5455  0.22
H: -2.7917 -2.5310 4.3066  0.23
H: -3.8481 -2.6665 2.2517  0.23
H: -2.4184 -3.6561 2.0201  0.19
H: -2.5891 -0.7420 1.1568  0.22
H: -3.1369 -2.0868 0.1381  0.19
H: -0.9796 -1.5957 -0.4872  0.40
H: -0.8398 -2.9639 0.4074  0.35
N: 1.8512 1.6272 -4.6896  -0.68
C: 0.8022 0.5608 -4.4175  -0.03
C: 1.3195 -0.3852 -3.3460  -0.45
C: 1.6581 0.3323 -2.0221  -0.04
N: 1.5307 -0.6367 -0.9163  -0.87
C: 0.8071 1.6025 -1.8096  -0.46
C: -0.5683 1.6010 -2.4940  -0.04
N: -1.4508 0.6389 -1.8322  -0.86
C: -0.4989 1.2342 -3.9976  -0.44
H: 2.7424 1.2204 -4.9736  0.44
H: 1.9867 2.1605 -3.8274  0.45
H: 1.5348 2.2644 -5.4196  0.44
H: 0.6638 0.0348 -5.3612  0.23
H: 2.1932 -0.9310 -3.7124  0.22
H: 0.5264 -1.1084 -3.1521  0.26
H: 2.7085 0.6504 -2.0701  0.18
H: 2.0563 -0.2559 -0.1118  0.40
H: 2.0055 -1.4959 -1.1801  0.37
H: 1.3590 2.5010 -2.1176  0.19
H: 0.6538 1.7337 -0.7359  0.30
H: -0.9625 2.6199 -2.4112  0.20
H: -2.3919 0.7399 -2.2002  0.37
H: -1.5001 0.8859 -0.8469  0.39
H: -0.6971 2.1040 -4.6315  0.22
H: -1.2984 0.5197 -4.1943  0.25

Cartesian forces, eV/Å:
0.002 0.266 -0.757
0.011 0.044 0.051
-0.033 -0.044 -0.085
0.274 -0.143 -0.001
0.069 0.217 0.259
-0.142 0.343 0.293
0.410 -0.142 -0.099
-0.221 0.029 -0.095
-0.247 -0.003 -0.281
0.033 -0.457 0.795
-0.230 0.008 0.016
0.126 -0.101 -0.181
0.177 0.215 0.047
-0.259 -0.140 0.047
-0.451 -0.107 -0.095
-0.017 0.077 0.191
0.039 0.061 -0.036
0.048 0.011 -0.020
0.038 -0.004 0.027
-0.029 0.003 0.071
0.006 0.002 0.015
-0.005 -0.035 -0.024
-0.094 -0.055 -0.001
0.012 0.006 -0.066
0.054 0.037 -0.010
0.040 -0.061 0.024
-0.059 -0.032 -0.137
-0.081 -0.075 0.035
-0.330 -0.288 0.147
0.124 0.133 0.141
-0.079 0.072 -0.213
-0.048 0.019 0.194
-0.199 -0.311 0.058
0.100 0.039 -0.079
0.107 -0.084 0.101
0.057 0.130 0.136
0.060 0.001 0.013
0.131 0.115 -0.027
0.020 0.075 -0.035
0.094 0.053 -0.042
-0.044 -0.097 0.018
-0.045 0.005 -0.061
-0.004 0.033 -0.018
0.476 0.207 -0.378
0.022 -0.019 -0.019
0.039 -0.022 0.028
0.014 0.078 0.055
0.026 0.009 -0.017
0.000 -0.038 0.038
-0.017 -0.031 0.098
0.007 -0.007 0.000
0.016 0.006 -0.116

***

This record from the OMol25 dataset describes C7H14BrNO2 as an isolated structure at a distorted geometry. The level of theory is ωB97M-V/def2-TZVPD.

Summary:
HOMO level = -9.655 eV
molecular weight = 224.1 g mol⁻¹
LUMO energy = 0.007 hartree

Each line ends with the natural charge from an NBO analysis.
Positions of all 25 atoms, in Å:
C: -2.2975 -2.0336 -0.6640  -0.66
C: 1.3612 -0.0295 1.3798  -0.62
C: 1.6672 1.4495 -0.6296  -0.63
C: -0.1011 1.9131 1.1415  -0.62
C: -1.3043 -1.4058 0.2710  -0.28
C: 0.6777 0.8751 0.3816  -0.08
C: -0.2687 0.0497 -0.6298  0.02
N: 0.5314 -0.7853 -1.5429  0.45
O: 1.1739 -1.7074 -1.0512  -0.41
O: 0.5150 -0.5343 -2.7223  -0.36
Br: -1.5010 1.1193 -1.5980  0.10
H: -2.9686 -1.3034 -1.0800  0.23
H: -2.8400 -2.7566 -0.0135  0.23
H: -1.8567 -2.7075 -1.5293  0.22
H: 1.6470 -1.0104 0.9947  0.24
H: 2.1844 0.4827 1.6674  0.21
H: 0.7584 -0.2927 2.2271  0.21
H: 2.3328 0.6700 -0.8038  0.22
H: 2.0661 2.4192 -0.1603  0.22
H: 1.1902 1.7899 -1.5919  0.23
H: -0.2478 2.8698 0.7749  0.23
H: -0.9145 1.4632 1.5903  0.21
H: 0.4878 2.1650 2.0122  0.21
H: -0.4640 -1.9288 0.6816  0.23
H: -1.8289 -0.7714 0.8944  0.19

Cartesian forces, eV/Å:
1.348 -2.658 -0.825
-1.845 -2.156 -1.163
-1.043 3.497 0.865
2.067 -0.675 1.144
2.139 2.704 -3.372
-1.505 -0.835 -2.516
-1.928 -2.633 3.081
0.403 -0.495 -0.426
-0.192 0.316 -0.100
0.092 -0.093 -0.428
-0.136 0.229 0.047
-0.305 0.181 -0.099
-0.099 0.441 -0.547
-0.620 1.546 1.677
0.263 0.390 -0.349
2.777 1.414 1.323
-0.560 0.370 0.592
1.919 -0.724 -0.568
0.257 -1.615 -0.758
0.379 -0.474 1.010
-0.873 1.472 -1.688
-2.308 -0.616 0.567
0.661 -0.086 0.474
-0.087 -0.546 0.174
-0.804 1.049 1.884

***

This record from the OMol25 dataset describes a 2-piece molecular cluster, C4H12N2O2 overall at a distorted geometry. The level of theory is ωB97M-V/def2-TZVPD.

Summary:
structure (SMILES) = CCNCC(N)=O.O
HOMO level = -8.893 eV
molecular weight = 120.2 g mol⁻¹
LUMO energy = 0.027 hartree

Each line ends with the natural charge from an NBO analysis.
Positions of all 20 atoms, in Å:
C: -1.7035 0.1207 1.1379  -0.66
C: -1.0687 -1.0534 0.4035  -0.22
N: 0.3058 -0.7142 -0.0964  -0.66
C: 0.3747 0.6043 -0.7838  -0.34
C: 0.8029 1.8991 0.0368  0.65
N: 2.0141 2.0791 0.5819  -0.82
O: -0.0383 2.7498 0.0238  -0.61
H: -2.5478 -0.0264 1.6525  0.22
H: -1.0181 0.6237 1.8293  0.21
H: -2.1836 0.9310 0.5732  0.23
H: -1.0706 -2.0394 1.0579  0.21
H: -1.6640 -1.3408 -0.4596  0.19
H: 1.0265 -0.7430 0.5740  0.37
H: 1.1096 0.2930 -1.6606  0.21
H: -0.5457 0.9631 -1.3434  0.24
H: 2.7342 1.5011 0.2167  0.39
H: 2.2283 2.8722 1.1236  0.41
H: 0.0090 -3.5673 -1.7001  0.45
H: 0.3966 -2.1370 -1.4870  0.48
O: 0.8387 -3.0157 -1.6802  -0.96

Cartesian forces, eV/Å:
1.924 1.604 -1.156
0.563 -0.864 1.238
-2.608 0.646 -0.981
1.978 -0.774 -2.046
-1.170 -1.101 -1.933
0.229 -1.829 -0.372
-1.108 1.616 0.754
-3.052 -1.959 2.596
0.097 -0.251 -0.154
1.118 -0.030 -1.046
0.439 2.103 -1.124
-0.083 0.122 -0.223
0.634 -0.334 1.136
-0.880 1.526 1.555
0.851 -0.909 1.162
0.726 -0.262 0.201
0.113 0.951 0.339
1.484 0.321 -0.114
1.291 -0.786 0.206
-2.548 0.209 -0.037

***

This record from the OMol25 dataset describes a 2-piece molecular cluster, C3H8N2O overall at a distorted geometry. The level of theory is ωB97M-V/def2-TZVPD.

Summary:
structure (SMILES) = [H]/N=C/N.C=CO
HOMO level = -8.989 eV
molecular weight = 88.1 g mol⁻¹
LUMO energy = 0.035 hartree

Each line ends with the natural charge from an NBO analysis.
Positions of all 14 atoms, in Å:
C: -1.5083 0.6058 2.8931  -0.59
C: -1.3873 0.1900 1.5565  0.14
O: -2.3586 -0.4626 0.7797  -0.65
H: -2.4973 0.5203 3.3760  0.19
H: -0.5567 0.5963 3.5599  0.24
H: -0.5543 0.6235 0.8809  0.20
H: -2.9493 -0.3715 1.5110  0.47
N: 2.6222 -0.2653 -1.5358  -0.84
C: 1.5194 -0.2872 -2.4431  0.30
N: 0.6106 0.6024 -2.3783  -0.73
H: 2.4091 -0.1193 -0.5716  0.40
H: 3.3972 -0.8588 -1.7906  0.38
H: 1.5868 -1.1154 -3.2122  0.13
H: -0.3334 0.3416 -2.6255  0.36

Cartesian forces, eV/Å:
1.074 -2.006 -1.780
1.857 2.097 0.043
1.690 1.886 1.560
0.634 -0.289 0.023
-1.856 0.867 -1.496
-0.893 -1.503 1.387
-2.489 -1.044 0.214
-1.049 -0.139 -2.396
0.716 -0.057 0.429
0.401 -0.645 1.761
0.043 0.250 0.221
-0.172 -0.016 0.442
-0.184 0.640 0.806
0.227 -0.042 -1.213

***

This record from the OMol25 dataset describes C6H5ClN3O7Re as an isolated structure. The level of theory is ωB97M-V/def2-TZVPD.

Summary:
charge = +1
expectation value of S² = 0.76
multiplicity = 2
HOMO level (spin up / spin down) = -13.675 / -13.494 eV
molecular weight = 452.8 g mol⁻¹
LUMO energy (spin up / spin down) = -0.202 / -0.233 hartree

Each line ends with the natural charge from an NBO analysis.
Positions of all 23 atoms, in Å:
Re: -0.0995 0.0900 1.4036  1.62
C: 2.6682 -2.0968 0.0597  -0.68
C: 2.6762 -0.6190 0.0675  0.48
N: 1.7242 0.1954 0.5218  -0.47
C: 2.1486 1.4958 0.3444  -0.04
C: 3.3745 1.4812 -0.2318  0.08
N: 3.6789 0.1504 -0.3882  -0.45
C: 4.3528 2.5197 -0.6833  0.76
O: 4.0164 3.7815 -0.5127  -0.63
O: 5.3849 2.1476 -1.1644  -0.53
C: 1.2213 2.5467 0.7905  0.77
O: 1.3971 3.7231 0.6960  -0.50
O: 0.1149 1.9852 1.3609  -0.67
H: 1.7063 -2.4691 0.4037  0.25
H: 3.4485 -2.4824 0.7167  0.27
H: 2.8512 -2.4677 -0.9488  0.27
H: 4.5530 -0.1585 -0.8001  0.47
H: 3.1384 3.9127 -0.0992  0.52
O: 0.0935 -1.0445 -1.5003  -0.29
N: -1.0434 -1.1353 -1.2070  0.74
O: -2.0190 -1.5338 -1.6896  -0.17
O: -1.3267 -0.5556 0.2603  -0.60
Cl: 0.3777 -1.1926 3.1152  -0.20

Cartesian forces, eV/Å:
0.325 -0.563 0.029
-0.030 -0.037 0.010
0.160 0.056 -0.106
-0.231 0.065 0.268
0.111 0.262 -0.050
-0.102 0.000 0.028
-0.122 -0.002 0.045
0.029 -0.047 0.046
-0.009 0.048 -0.003
-0.019 -0.001 -0.018
0.112 -0.223 -0.018
-0.006 -0.054 0.001
-0.008 0.558 -0.023
0.016 0.011 0.005
-0.002 -0.011 0.004
0.001 -0.013 0.005
-0.004 0.007 0.003
0.005 -0.028 -0.023
-0.004 -0.071 -0.137
0.038 0.042 0.116
-0.089 0.012 -0.014
-0.209 -0.027 -0.286
0.040 0.016 0.118

***

This record from the OMol25 dataset describes C24H18FeN16O4S as an isolated structure. The level of theory is ωB97M-V/def2-TZVPD.

Summary:
charge = -1
expectation value of S² = 0.77
multiplicity = 2
HOMO level (spin up / spin down) = -5.797 / -5.793 eV
molecular weight = 682.4 g mol⁻¹
LUMO energy (spin up / spin down) = 0.065 / 0.056 hartree

Each line ends with the natural charge from an NBO analysis.
Positions of all 64 atoms, in Å:
Fe: 1.5263 0.4718 0.3537  1.12
O: 0.7402 3.3042 3.1412  -0.56
C: 1.1330 2.4059 2.4309  0.66
N: 0.6916 1.9997 1.2061  -0.68
C: -0.2379 2.6948 0.4704  0.67
O: -0.9621 3.5983 0.8188  -0.55
C: -0.2406 2.1860 -0.9519  0.11
C: -0.9891 2.7843 -1.9438  -0.21
C: -0.8945 2.2790 -3.2312  -0.18
C: -0.0709 1.1915 -3.4716  -0.16
C: 0.6361 0.6352 -2.4228  0.10
N: 0.5553 1.1381 -1.1941  -0.39
C: 2.3130 1.5476 2.8676  0.15
C: 3.0079 1.8178 4.0293  -0.21
C: 4.0751 0.9974 4.3589  -0.15
C: 4.4008 -0.0586 3.5206  -0.24
C: 3.6532 -0.2660 2.3752  0.08
N: 2.6305 0.5269 2.0629  -0.43
H: -1.6158 3.6234 -1.6780  0.24
H: -1.4666 2.7206 -4.0372  0.22
H: -0.0003 0.7343 -4.4468  0.23
H: 1.2413 -0.2486 -2.5534  0.24
H: 2.6967 2.6597 4.6304  0.25
H: 4.6488 1.1787 5.2586  0.22
H: 5.2253 -0.7211 3.7427  0.23
H: 3.8613 -1.0811 1.6947  0.23
N: 3.9916 -0.0576 -1.9062  -0.60
C: 3.5020 -1.1448 -1.2004  0.45
N: 3.9801 -2.3657 -1.2759  -0.38
N: 3.1922 -3.0816 -0.4375  -0.08
N: 2.3309 -2.3323 0.1359  -0.11
N: 2.4706 -1.0704 -0.3517  -0.44
C: 3.9194 1.1895 -1.3058  0.44
N: 4.7149 2.2043 -1.5767  -0.38
N: 4.2869 3.1870 -0.7563  -0.09
N: 3.2774 2.8007 -0.0654  -0.12
N: 3.0209 1.5082 -0.3796  -0.40
H: 4.8703 -0.2387 -2.3669  0.42
N: -7.1813 -0.6271 -1.0211  -0.80
C: -5.8462 -0.9963 -1.2370  0.17
C: -4.9773 -0.1398 -1.9149  -0.27
C: -3.6716 -0.5240 -2.1599  -0.16
C: -3.2146 -1.7624 -1.7318  -0.39
C: -4.0708 -2.6209 -1.0646  -0.07
C: -5.3814 -2.2446 -0.8243  -0.30
S: -1.5201 -2.2048 -2.0116  2.35
O: -1.4082 -3.6255 -1.8098  -0.95
O: -1.1830 -1.6855 -3.3193  -0.99
N: -0.6718 -1.3191 -0.9786  -0.92
C: -0.7720 -1.4871 0.3275  0.60
N: 0.0711 -0.7292 1.1149  -0.53
C: -0.0392 -0.8621 2.4357  0.12
C: -0.9288 -1.7135 3.0437  -0.38
C: -1.7524 -2.4315 2.1805  0.13
N: -1.6942 -2.3237 0.8780  -0.50
H: -7.3235 0.3701 -0.9726  0.37
H: -7.6076 -1.0891 -0.2327  0.37
H: -5.3332 0.8281 -2.2497  0.20
H: -2.9929 0.1330 -2.6895  0.23
H: -3.6919 -3.5778 -0.7338  0.24
H: -6.0538 -2.9197 -0.3065  0.20
H: 0.6144 -0.2528 3.0425  0.19
H: -0.9836 -1.7980 4.1177  0.22
H: -2.5020 -3.1151 2.5725  0.18

Cartesian forces, eV/Å:
0.486 0.164 0.335
-0.013 -0.026 -0.033
0.211 -0.096 0.071
-0.061 -0.041 -0.104
0.001 0.090 -0.156
0.029 -0.031 0.018
0.099 -0.029 0.127
0.000 -0.014 0.011
0.023 -0.035 0.023
-0.056 0.030 -0.064
-0.028 0.029 0.027
-0.243 0.041 -0.150
-0.164 0.125 -0.132
0.062 -0.072 -0.022
-0.031 0.007 -0.028
0.030 0.025 0.051
0.020 -0.039 -0.005
-0.222 -0.221 0.065
0.001 0.006 -0.003
0.000 -0.001 -0.003
-0.001 0.012 -0.010
0.013 0.026 0.006
-0.008 0.009 -0.002
0.004 0.000 -0.001
-0.002 0.002 0.000
-0.021 0.010 0.018
0.053 -0.111 0.064
-0.122 0.088 0.021
-0.104 -0.054 -0.153
0.294 -0.047 0.199
-0.272 0.071 -0.111
0.151 -0.022 -0.005
-0.066 0.089 0.027
0.112 -0.079 0.114
-0.074 0.122 -0.231
0.037 -0.158 0.226
-0.069 0.263 -0.188
-0.031 0.008 -0.059
-0.021 0.022 0.018
0.061 -0.022 -0.009
-0.044 -0.020 0.027
0.043 -0.004 -0.004
-0.008 0.075 -0.044
-0.013 -0.063 0.003
-0.025 0.039 -0.016
-0.078 -0.011 -0.073
0.015 0.024 0.033
0.000 0.014 0.004
0.153 -0.214 0.152
-0.097 0.006 -0.024
-0.070 -0.018 -0.019
-0.046 -0.015 0.048
0.002 0.022 -0.023
0.021 0.033 0.033
0.088 0.008 -0.012
-0.001 -0.006 -0.009
0.002 -0.004 -0.009
0.001 0.003 -0.001
-0.007 0.009 0.003
-0.002 0.004 0.002
-0.003 -0.001 0.002
0.001 -0.007 -0.016
-0.014 -0.005 0.000
-0.002 -0.010 -0.012

***

E_tot? In order: -101244.1873 -83108.6686 -11416.6445 -8265.5595 -39749.0176 -102437.9811 eV.